Entry from OMol25: C30H84ClF6NO22S2Zr as an isolated structure at a distorted geometry (ωB97M-V/def2-TZVPD).

Kohn-Sham gap	3.51	eV
LUMO level	-9.1	eV

Geometry as ORCA input:
```
! wB97M-V def2-TZVPD RIJCOSX def2/J DEFGRID3
* xyz 2 1
Zr 1.662 -3.277 0.166
Cl 5.135 -2.562 1.936
S -0.463 -0.569 1.250
S 1.892 -0.232 -0.124
F -1.590 -0.333 -1.158
F 0.980 0.119 -2.580
F -2.747 0.451 0.476
F -2.666 -1.668 0.172
F 0.221 1.601 -1.167
F 2.175 1.762 -1.883
O 3.823 -2.780 1.285
O 2.619 -1.376 -0.693
O 2.605 0.490 0.858
O -2.236 4.185 0.831
O 1.305 -3.314 2.401
O 5.538 -1.233 1.621
O 3.301 -3.986 -1.449
O 6.014 -3.565 1.427
O 3.968 5.965 -1.075
O -0.325 5.290 2.405
O -0.809 -1.391 2.382
O -4.847 -0.256 -3.669
O -5.381 0.981 3.154
O 4.961 -2.724 3.348
O 0.846 -3.168 -1.881
O 0.494 -1.014 -5.679
O -5.762 1.934 -2.498
O -0.099 0.796 1.502
O -0.508 -1.680 5.768
O 4.164 -0.142 -2.651
O -5.435 -2.977 -3.384
O 1.690 -1.102 3.651
N 0.642 -1.471 0.393
C -1.633 -0.767 5.684
C 3.296 -0.522 5.297
C 4.516 -3.235 -1.843
C -0.514 -2.881 -2.370
C -3.658 -0.353 -4.434
C 4.107 4.146 0.480
C -2.649 4.594 -1.561
C -1.919 3.812 -0.488
C 0.670 -4.229 3.353
C -5.640 -2.654 -0.997
C 1.233 0.908 -1.568
C 5.717 1.708 -2.341
C 1.489 -4.365 4.622
C -1.046 0.636 5.895
C 3.308 4.798 -0.673
C -6.279 3.072 -0.505
C 1.212 3.468 2.434
C -4.922 -3.385 -2.104
C 1.486 0.001 -5.731
C -5.527 1.913 -1.096
C 1.042 4.983 2.578
C 5.614 -4.263 -2.020
C 2.674 -0.119 3.977
C 5.202 0.367 -1.824
C -1.110 -4.022 -3.173
C -4.201 0.188 3.303
C -1.989 -0.546 0.095
C 0.855 1.357 -5.443
C -4.401 -1.088 2.515
C -2.822 0.927 -4.303
H -0.827 3.924 -0.532
H 1.953 0.025 -6.718
H -5.280 -1.624 2.870
H -3.399 0.837 2.939
H -1.220 -4.934 -2.581
H -5.077 -1.172 -3.427
H -3.949 -0.555 -5.470
H -7.354 2.913 -0.568
H -1.815 1.395 5.730
H 2.570 -4.370 4.480
H 3.893 6.659 -0.416
H 6.023 -0.354 -1.759
H -0.512 6.230 2.496
H 6.548 -3.734 -2.220
H -0.405 -1.938 -2.907
H 4.467 -0.089 -3.563
H -0.208 -0.869 -6.318
H -3.843 -3.185 -2.063
H 4.031 0.176 5.706
H 0.408 2.939 2.945
H -1.504 4.651 1.275
H 1.348 5.256 3.592
H 5.105 3.840 0.175
H -4.065 -0.026 4.368
H 0.218 1.708 -6.256
H 1.713 5.527 1.908
H 0.284 1.347 -4.516
H 2.300 5.002 -0.292
H -2.387 -0.902 6.456
H -5.082 1.867 2.936
H 3.555 3.245 0.773
H -5.035 -3.547 -4.048
H -0.645 -2.214 6.558
H -6.064 3.112 0.568
H 3.207 4.131 -1.528
H 2.552 -0.489 6.106
H 1.161 -5.193 5.248
H 6.164 1.651 -3.335
H -3.696 4.301 -1.634
H -6.682 -2.926 -0.850
H -0.680 0.728 6.917
H 2.248 0.883 4.062
H -2.309 0.921 -3.337
H 5.432 -4.915 -2.877
H -5.116 -2.880 -0.064
H 0.553 -5.222 2.913
H -4.475 1.928 -0.786
H 4.896 0.530 -0.788
H 3.371 -4.749 -2.042
H -1.156 -2.677 -1.513
H -2.178 4.365 -2.522
H 1.519 -2.541 3.036
H 1.617 2.136 -5.353
H -5.549 -1.576 -1.142
H -0.427 -4.320 -3.972
H -2.029 -0.916 4.681
H -0.326 -3.838 3.567
H -0.229 0.900 5.221
H 1.186 3.193 1.377
H 4.296 -2.844 -2.838
H -5.943 0.986 -0.680
H -2.586 5.673 -1.429
H -5.008 -4.471 -2.023
H 2.274 -0.170 -4.997
H 1.291 -3.134 -2.746
H -3.508 -1.715 2.478
H 1.065 -1.122 4.392
H -2.107 2.749 -0.686
H 3.714 -1.521 5.421
H -5.371 1.156 -2.948
H 4.913 2.441 -2.436
H 5.794 -4.841 -1.113
H -3.027 -1.196 -4.124
H 3.448 -0.116 3.211
H 4.095 4.780 1.366
H 6.424 2.181 -1.659
H -5.946 4.004 -0.959
H -4.610 -0.833 1.475
H 2.169 3.112 2.815
H 4.795 -2.410 -1.198
H 1.310 -3.494 5.258
H -3.390 1.856 -4.299
H -2.080 -3.737 -3.571
H -2.091 0.902 -5.110
*
```

Results of the Mulliken charge analysis, in e, for atoms 1 through 99: Zr 1.74; Cl 1.84; S 0.74; S 0.61; F 0.22; F -0.25; F -0.04; F -0.23; F 0.13; F 0.03; O -1.01; O -0.06; O -0.09; O -0.54; O 0.74; O -0.62; O -0.27; O -0.66; O -0.57; O -0.54; O -0.51; O -0.54; O -0.59; O -0.60; O -0.11; O -0.52; O -0.62; O -0.19; O -0.47; O -0.22; O -0.61; O 0.29; N -0.55; C 0.25; C -1.50; C 0.39; C 0.69; C 0.32; C -0.35; C -1.28; C 1.21; C -0.14; C -0.61; C -0.03; C -1.51; C -1.20; C -0.90; C 0.06; C -1.39; C -0.23; C 0.24; C 0.21; C 0.80; C -0.71; C -1.61; C 0.64; C 0.25; C -1.49; C 0.06; C 0.11; C -0.91; C -0.19; C -0.87; H -0.20; H 0.43; H 0.57; H -0.03; H 0.36; H 0.23; H 0.51; H 0.42; H 0.37; H 0.30; H 0.34; H 0.33; H 0.27; H 0.39; H -0.16; H 0.23; H 0.31; H -0.34; H 0.46; H 0.31; H 0.44; H 0.37; H 0.31; H 0.33; H 0.44; H 0.31; H -0.05; H 0.11; H 0.51; H 0.31; H -0.30; H 0.30; H 0.29; H 0.24; H 0.00; H 0.36

---

Entry from OMol25: one molecule with the formula C4H3FO at a distorted geometry (ωB97M-V/def2-TZVPD).

energy above the lowest of the compared OMol25 structures with the same formula, charge and spin	303.4	kJ/mol
Kohn-Sham gap	10.49	eV
LUMO level	0.3	eV

Geometry as ORCA input:
```
! wB97M-V def2-TZVPD RIJCOSX def2/J DEFGRID3
* xyz 0 1
F -1.397 -1.440 -0.508
O 1.154 -1.015 -2.027
C 0.903 -0.614 -0.864
C -0.369 -0.827 0.055
C -0.640 1.740 0.865
C -0.712 0.483 0.536
H -0.104 -1.313 0.941
H 1.558 0.201 -0.114
H -0.392 2.785 1.116
*
```

Calculated atomic charges, method Mulliken, unit e: F -0.26; O -0.45; C 0.15; C 0.38; C -0.18; C -0.43; H 0.22; H 0.20; H 0.37

---

Entry from OMol25: one molecule with the formula C16H25NO3 (ωB97M-V/def2-TZVPD).

energy above the lowest of the compared OMol25 structures with the same formula, charge and spin	155.3	kJ/mol
Kohn-Sham gap	8.78	eV
LUMO level	0.7	eV

Geometry as ORCA input:
```
! wB97M-V def2-TZVPD RIJCOSX def2/J DEFGRID3
* xyz 0 1
O 1.796 -1.894 -0.594
O -0.970 -1.600 0.271
O 4.675 -1.760 -0.387
N 2.831 0.507 0.113
C -4.943 -0.588 -0.258
C 4.763 -0.517 -1.027
C -3.191 -2.198 -0.121
C 4.252 0.691 -0.197
C -4.017 0.423 -0.040
C -2.675 0.146 0.139
C 0.028 -0.637 0.504
C -6.176 1.413 0.117
C 5.133 0.871 1.048
C 1.372 -1.367 0.638
C 4.349 1.940 -1.077
C -2.259 -1.183 0.100
C -4.690 1.765 -0.052
C -6.320 -0.015 -0.433
C -4.530 -1.906 -0.302
C 2.463 -0.418 1.179
H 4.107 2.830 -0.498
H -6.830 2.121 -0.392
H -0.182 -0.086 1.432
H 3.325 -1.024 1.458
H -4.326 2.428 0.733
H -2.834 -3.215 -0.144
H 2.101 0.091 2.079
H 4.670 1.564 1.748
H -6.582 -0.001 -1.495
H -1.979 0.953 0.309
H 1.236 -2.224 1.304
H 6.103 1.266 0.758
H -7.084 -0.589 0.093
H 4.228 -0.534 -1.986
H 5.826 -0.360 -1.231
H -6.430 1.419 1.178
H -4.512 2.255 -1.014
H 1.970 -1.127 -1.163
H 3.750 -2.059 -0.417
H -5.240 -2.703 -0.470
H 3.657 1.868 -1.912
H 2.399 1.410 0.265
H 5.356 2.050 -1.470
H 5.294 -0.082 1.546
H 0.084 0.076 -0.331
*
```

Calculated atomic charges, method Mulliken, unit e: O -0.78; O -0.37; O -0.60; N -0.06; C 0.26; C -1.04; C -0.48; C 1.53; C -0.03; C -0.29; C -0.76; C -0.63; C -1.76; C -0.21; C -2.02; C 0.83; C -0.95; C -0.88; C -0.81; C -1.14; H 0.47; H 0.31; H 0.53; H 0.46; H 0.35; H 0.45; H 0.56; H 0.36; H 0.28; H 0.48; H 0.48; H 0.46; H 0.35; H 0.37; H 0.48; H 0.29; H 0.27; H 0.42; H 0.43; H 0.41; H 0.45; H 0.29; H 0.43; H 0.39; H 0.41

---

Entry from OMol25: C45H126CrF9O30S3 as an isolated structure at a distorted geometry (ωB97M-V/def2-TZVPD).

Kohn-Sham gap (spin up / spin down)	8.13 / 8.87	eV
LUMO level (spin up / spin down)	-1.4 / -0.6	eV

Geometry as ORCA input:
```
! wB97M-V def2-TZVPD RIJCOSX def2/J DEFGRID3
* xyz 0 4
Cr -1.979 0.733 1.800
S -4.396 1.325 -0.404
S -4.165 0.379 4.310
S 0.451 0.427 -0.471
F 0.835 -0.716 -2.810
F -6.516 1.200 5.429
F 0.115 -2.076 -1.285
F -1.199 -0.662 -2.191
F -5.900 2.403 3.753
F -3.565 3.735 -0.937
F -4.920 2.674 5.589
F -2.714 2.292 -2.185
F -4.781 2.840 -2.497
O -3.367 0.312 5.518
O -3.136 1.091 0.335
O 5.869 1.773 -3.360
O 1.049 -7.974 -2.371
O -0.385 -5.989 -3.538
O 0.972 -3.601 -4.077
O 3.159 2.022 3.337
O -1.411 -1.648 7.097
O -0.540 2.268 -6.136
O -6.431 -2.352 -4.964
O 0.563 2.891 -3.611
O 0.228 1.651 -1.180
O 1.825 0.075 -0.106
O 3.726 -3.567 -3.790
O -4.993 -0.790 3.954
O 4.841 -3.728 3.318
O -5.402 1.971 0.349
O -0.462 0.223 0.707
O 0.933 3.301 2.545
O -4.760 0.226 -1.255
O 3.963 1.561 0.844
O -3.488 1.092 3.207
O -0.648 0.478 3.340
O -0.596 -2.725 3.075
O -6.124 -1.972 0.089
O -0.822 1.921 5.594
O -1.561 2.719 1.935
O 1.058 0.063 -7.638
O -2.412 -1.230 1.814
O -1.332 6.917 1.949
C -3.851 2.601 -1.548
C 4.740 2.013 -0.199
C 3.284 -0.692 -7.696
C -0.620 -2.763 -5.658
C -2.795 -3.143 5.756
C -2.508 3.758 2.187
C 0.920 -4.575 2.838
C 5.069 -2.320 3.193
C -3.469 -2.073 1.323
C -2.246 0.857 -5.081
C 0.658 -0.027 3.182
C -1.404 6.993 -0.528
C 5.271 2.833 4.287
C -1.814 7.647 0.782
C -3.159 -2.789 0.030
C 0.008 -0.862 -1.713
C -5.641 -1.765 -3.948
C -1.037 -5.525 -1.218
C 3.763 2.726 4.459
C -0.169 -3.757 2.156
C -1.928 2.133 -5.797
C 2.619 -6.240 -1.574
C 2.346 0.350 -7.082
C 4.349 -2.435 -1.736
C 0.809 -2.723 -5.216
C 4.837 -1.967 1.722
C 2.680 4.617 1.498
C 2.411 -7.490 -2.395
C -1.487 -2.920 6.440
C -5.447 1.722 4.768
C 0.260 4.125 -2.993
C 1.279 4.605 2.025
C 4.949 1.641 -4.442
C -7.164 -1.555 0.997
C 0.785 2.759 7.304
C -2.484 4.302 3.597
C -4.226 -2.224 -4.134
C 1.325 -0.306 4.468
C -1.486 -5.783 -2.636
C 3.609 2.247 -4.056
C -7.536 -2.772 1.833
C 4.259 -2.368 -3.221
C 1.390 4.715 -2.237
C 5.962 2.804 0.349
C -0.057 3.072 6.107
H 0.741 -1.006 5.098
H 5.751 1.904 4.050
H 0.545 3.453 5.306
H -0.627 1.114 4.099
H -0.698 3.075 2.143
H 0.539 4.854 1.285
H 4.297 -0.567 -7.333
H -0.317 6.841 -0.529
H 0.653 -0.941 2.647
H -3.880 -1.911 -5.121
H -2.048 -4.872 -2.949
H 0.480 0.747 -7.250
H 1.485 1.939 7.207
H -0.421 -4.618 -1.192
H 4.225 -4.273 -3.364
H 0.003 2.328 -5.303
H 0.526 -4.920 3.828
H 0.216 2.495 8.208
H 4.961 -3.898 4.262
H 1.763 2.879 2.835
H -1.442 8.705 0.795
H 1.555 0.526 5.105
H 0.043 4.772 -3.853
H 1.085 -1.709 -5.010
H -4.342 -1.430 1.180
H 2.911 3.888 0.716
H 1.922 -3.776 -3.896
H -0.608 -2.960 5.811
H 1.595 4.213 -1.309
H 5.462 3.482 3.436
H 6.395 2.422 1.269
H 2.366 0.275 -5.974
H 5.228 -0.950 1.593
H 5.331 -2.621 1.069
H 3.580 -1.527 -3.447
H -2.948 3.628 4.350
H 4.420 -1.698 3.843
H 1.224 5.757 -1.930
H 3.672 2.092 2.482
H -3.646 -2.815 6.349
H -0.970 -4.467 1.930
H -8.402 -2.562 2.430
H 3.400 4.525 2.350
H -1.325 -2.281 -4.938
H 2.914 2.076 -4.859
H -3.269 0.907 -4.688
H 2.786 1.367 -7.263
H 5.409 2.091 -5.348
H 5.065 -3.178 -1.358
H -3.764 -2.752 2.146
H -1.567 7.734 -1.322
H 3.681 -5.952 -1.468
H 4.092 2.702 -0.747
H 1.277 0.638 2.583
H 2.773 -7.374 -3.390
H 6.736 1.515 -3.658
H -1.540 0.825 -4.252
H -5.642 -0.672 -4.025
H 0.482 2.205 -2.964
H -1.779 -1.715 2.385
H -5.789 -1.225 -0.412
H 2.139 -6.392 -0.604
H -0.423 -6.314 -0.769
H -1.915 6.047 -0.750
H 1.184 5.394 2.779
H -2.313 4.609 1.534
H -2.892 7.795 0.799
H -0.731 -2.193 -6.645
H 4.602 -1.442 -1.317
H -1.439 4.450 3.926
H -3.509 3.399 1.930
H 5.731 3.287 5.156
H 3.769 3.352 -4.046
H -6.673 -3.044 2.483
H -1.888 -5.328 -0.579
H -6.863 -0.689 1.587
H -2.097 -1.062 6.710
H -1.440 1.618 6.278
H -2.913 -2.635 4.775
H -4.144 -3.302 -4.090
H -0.617 4.052 -2.331
H -7.335 -2.039 -4.873
H 5.256 -2.162 -3.610
H -3.053 5.255 3.695
H -3.057 -4.188 5.553
H 2.311 4.721 -2.830
H 4.823 0.553 -4.650
H 3.339 3.722 4.631
H -3.490 -1.789 -3.464
H 2.975 -1.735 -7.505
H 2.126 -5.363 -2.006
H 2.864 5.617 1.062
H -2.152 3.010 -5.157
H -6.018 -2.019 -2.952
H 3.550 2.137 5.360
H 2.934 -8.294 -1.896
H 1.278 3.672 7.632
H -2.196 -3.274 0.265
H 5.630 3.828 0.504
H 1.856 -4.057 3.057
H -0.008 -5.103 -3.750
H 3.380 -2.717 -1.307
H -2.152 -6.615 -2.713
H -1.214 7.548 2.657
H 5.076 1.256 -0.885
H -1.035 -3.795 -5.810
H 3.267 -0.518 -8.781
H -7.723 -3.614 1.196
H 3.259 1.784 -3.141
H 2.246 -0.846 4.283
H 3.127 1.182 0.482
H -2.953 -1.982 -0.675
H 6.137 -2.164 3.431
H -0.711 3.917 6.361
H 1.086 -5.502 2.300
H -3.863 -3.454 -0.447
H 0.538 -7.341 -2.917
H -1.005 -3.249 3.805
H -8.003 -1.215 0.403
H 6.750 2.832 -0.388
H 1.325 -3.128 -6.096
H -1.355 -3.686 7.240
H 3.753 -2.030 1.464
H -2.072 0.058 -5.778
H -2.492 2.173 -6.747
H 0.239 -3.265 1.259
*
```

Results of the Mulliken charge analysis, in e, for atoms 1 through 99: Cr 2.61; S 1.61; S 1.37; S -1.26; F 0.02; F -0.23; F 0.05; F 0.06; F -0.17; F -0.27; F -0.23; F -0.07; F -0.23; O -0.64; O -1.02; O -0.44; O -0.57; O -0.61; O -0.14; O 0.29; O -0.57; O -0.53; O -0.59; O -0.23; O 0.64; O -0.45; O -0.66; O -0.69; O -0.55; O -0.67; O -0.16; O -0.02; O -0.75; O 0.19; O -1.48; O 2.21; O 0.20; O -0.40; O -0.05; O 1.45; O -0.57; O 1.98; O -0.32; C 0.51; C 0.39; C -1.37; C -1.18; C -1.12; C 0.42; C -1.61; C -0.48; C -0.10; C 0.30; C 1.72; C -0.49; C -1.47; C -0.56; C 0.15; C -0.57; C -0.12; C -0.18; C 0.03; C 0.43; C -0.66; C -0.07; C 0.86; C -0.57; C 0.52; C -0.44; C -1.39; C -0.62; C 0.19; C 0.34; C -0.19; C 0.23; C -0.43; C 0.17; C -1.55; C -0.93; C -0.69; C -0.77; C -0.70; C -0.11; C -1.22; C 0.16; C -0.96; C -1.44; C -0.02; H -0.05; H 0.30; H 0.06; H -1.30; H -0.64; H 0.20; H 0.35; H 0.02; H -0.19; H 0.39; H 0.05